Record 1
Molecular formula: C2H3ClN4O2S
Method: DFT, the ωB97M-V functional and the def2-TZVPD basis

## Properties
energy above the lowest of the compared OMol25 structures with the same formula, charge and spin = 5.871 eV
HOMO-LUMO gap (spin up / spin down) = 4.99 / 4.99 eV
calculated total energy = -1305.64387 Eh
HOMO energy (spin up / spin down) = -8.764 / -8.764 eV

Last column: natural (NBO) charge in e.
Cartesian coordinates (Å):
1 C -1.158 1.387 -1.589  0.3185
2 C 1.917 -0.410 0.762  -0.4467
3 N -1.993 1.369 -2.396  -0.1645
4 N 1.446 0.910 0.654  0.0102
5 N -0.139 1.610 -0.893  -0.1099
6 N 0.506 1.071 -0.067  0.4527
7 O -3.127 -1.159 0.610  -0.9032
8 O -0.958 -0.259 1.330  -0.9930
9 S -1.874 -0.519 0.239  1.5714
10 Cl -0.805 -1.977 -1.035  -0.4931
11 H 1.554 -0.805 1.665  0.2702
12 H 3.107 -0.259 0.767  0.2399
13 H 1.527 -0.960 -0.047  0.2476

***

Record 2
Molecular formula: C2H3ClNO2S2
Method: DFT, the ωB97M-V functional and the def2-TZVPD basis

## Properties
total charge = -1
2S+1 = 3
HOMO-LUMO gap (spin up / spin down) = 4.26 / 6.08 eV
calculated total energy = -1539.69605 Eh
HOMO energy (spin up / spin down) = -1.099 / -5.272 eV

Last column: Mulliken spin population.
Cartesian coordinates (Å):
1 C 1.044 1.209 -0.005  0.2970
2 C -1.535 0.168 -0.157  0.3992
3 N 0.373 0.162 -0.274  -0.0789
4 O 0.967 -2.029 1.397  0.0004
5 O 0.204 -2.460 -0.841  0.0051
6 S 2.670 1.363 0.120  0.9814
7 S 1.200 -1.796 0.005  0.0135
8 Cl 0.102 2.910 0.316  0.4225
9 H -1.690 0.859 0.690  -0.0181
10 H -1.809 0.472 -1.124  -0.0073
11 H -1.525 -0.859 -0.126  -0.0148

***

Record 3
Molecular formula: C2H3ClO2
Method: DFT, the ωB97M-V functional and the def2-TZVPD basis

## Properties
energy above the lowest of the compared OMol25 structures with the same formula, charge and spin = 7.776 eV
HOMO-LUMO gap (spin up / spin down) = 7.62 / 9.22 eV
calculated total energy = -688.39839 Eh
HOMO energy (spin up / spin down) = -8.711 / -9.959 eV

Last column: natural (NBO) charge in e.
Cartesian coordinates (Å):
1 C -1.287 1.122 -0.268  -0.2614
2 C 0.358 0.397 0.444  0.3282
3 O 1.314 -1.894 -0.062  -0.5681
4 O 0.186 -0.851 0.583  -0.3554
5 Cl 1.873 1.091 0.447  0.0947
6 H -1.618 2.049 0.068  0.1547
7 H -1.922 0.271 -0.227  0.1653
8 H 1.097 -2.185 -0.985  0.4420

***

Record 4
Molecular formula: C2H3ClO2
Method: DFT, the ωB97M-V functional and the def2-TZVPD basis

## Properties
energy above the lowest of the compared OMol25 structures with the same formula, charge and spin = 1.459 eV
HOMO-LUMO gap = 10.98 eV
calculated total energy = -688.63053 Eh
HOMO energy = -10.519 eV

Last column: natural (NBO) charge in e.
Cartesian coordinates (Å):
1 C -0.558 -0.117 0.245  0.2739
2 C 2.707 1.030 -0.399  0.3781
3 O -0.014 -0.417 -0.798  -0.5007
4 O 3.053 1.825 0.404  -0.4822
5 Cl 2.972 -0.663 -0.147  -0.0537
6 H -1.308 -0.863 0.569  0.1044
7 H -0.298 0.600 0.964  0.1235
8 H 2.262 1.219 -1.340  0.1567

***

Record 5
Molecular formula: C2H3ClO2
Method: DFT, the ωB97M-V functional and the def2-TZVPD basis

## Properties
energy above the lowest of the compared OMol25 structures with the same formula, charge and spin = 4.213 eV
HOMO-LUMO gap = 9.77 eV
calculated total energy = -688.52934 Eh
HOMO energy = -9.277 eV

Last column: natural (NBO) charge in e.
Cartesian coordinates (Å):
1 C -0.008 -0.713 -1.315  -0.5055
2 C -0.332 -0.203 -0.126  0.2392
3 O 0.328 1.130 1.787  -0.4270
4 O 0.169 0.970 0.348  -0.2669
5 Cl -1.305 -1.130 0.940  0.0123
6 H -0.710 -1.540 -1.572  0.2346
7 H 0.620 -0.099 -2.015  0.2323
8 H 1.238 1.585 1.952  0.4810

***

Record 6
Molecular formula: C2H3ClO2
Method: DFT, the ωB97M-V functional and the def2-TZVPD basis

## Properties
energy above the lowest of the compared OMol25 structures with the same formula, charge and spin = 4.545 eV
HOMO-LUMO gap = 8.94 eV
calculated total energy = -688.51716 Eh
HOMO energy = -8.259 eV

Last column: natural (NBO) charge in e.
Cartesian coordinates (Å):
1 C 1.580 -0.181 -0.108  0.3450
2 C -0.094 0.600 0.268  0.1674
3 O 0.477 -0.650 0.452  -0.4369
4 O 1.084 1.013 -0.264  -0.4070
5 Cl -2.836 0.034 -0.496  -0.2770
6 H 2.267 -0.714 -0.780  0.1792
7 H -2.152 -1.099 -0.244  0.2841
8 H -0.326 0.996 1.172  0.1452

***

Record 7
Molecular formula: C2H3ClO2S
Method: DFT, the ωB97M-V functional and the def2-TZVPD basis

## Properties
energy above the lowest of the compared OMol25 structures with the same formula, charge and spin = 5.990 eV
HOMO-LUMO gap (spin up / spin down) = 8.56 / 8.53 eV
calculated total energy = -1086.63059 Eh
HOMO energy (spin up / spin down) = -10.119 / -9.947 eV

Last column: natural (NBO) charge in e.
Cartesian coordinates (Å):
1 C -0.410 0.030 -0.523  -0.4932
2 C -0.985 -0.739 0.589  -0.4940
3 O -1.949 1.800 0.984  -0.8788
4 O -2.930 0.709 -0.967  -0.8659
5 S -1.946 0.735 0.054  2.1164
6 Cl -1.390 -2.329 0.125  0.0402
7 H 1.540 0.112 -0.206  0.0822
8 H -0.400 -0.421 -1.452  0.2289
9 H -0.591 -0.698 1.571  0.2641

***

Record 8
Molecular formula: C2H3ClO2S
Method: DFT, the ωB97M-V functional and the def2-TZVPD basis

## Properties
energy above the lowest of the compared OMol25 structures with the same formula, charge and spin = 5.522 eV
HOMO-LUMO gap = 8.99 eV
calculated total energy = -1086.64777 Eh
HOMO energy = -10.318 eV

Last column: natural (NBO) charge in e.
Cartesian coordinates (Å):
1 C -0.604 0.438 0.427  -0.5536
2 C 0.867 -0.163 0.391  -0.5764
3 O -0.519 -1.680 -1.197  -0.8774
4 O 0.268 0.501 -2.165  -0.8721
5 S -0.146 -0.314 -1.069  2.1564
6 Cl 2.229 0.806 0.804  0.0445
7 H -2.245 0.003 1.129  0.1620
8 H -0.877 1.444 0.618  0.2510
9 H 1.027 -1.033 1.060  0.2655

***

Record 9
Molecular formula: C2H3ClO2S
Method: DFT, the ωB97M-V functional and the def2-TZVPD basis

## Properties
energy above the lowest of the compared OMol25 structures with the same formula, charge and spin = 2.456 eV
HOMO-LUMO gap = 7.70 eV
calculated total energy = -1086.76048 Eh
HOMO energy = -9.162 eV

Last column: natural (NBO) charge in e.
Cartesian coordinates (Å):
1 C -0.930 0.521 0.084  0.5086
2 C 1.379 -0.303 0.030  -0.2710
3 O -0.064 -0.464 0.011  -0.4880
4 O -2.188 0.239 0.106  -0.4573
5 S -0.646 2.097 -0.145  -0.1230
6 Cl -2.891 -1.417 -0.041  0.2011
7 H 1.893 -0.223 -0.945  0.2001
8 H 1.904 -1.148 0.483  0.2123
9 H 1.543 0.698 0.417  0.2173

***

Record 10
Molecular formula: C2H3ClO2S
Method: DFT, the ωB97M-V functional and the def2-TZVPD basis

## Properties
energy above the lowest of the compared OMol25 structures with the same formula, charge and spin = 3.147 eV
HOMO-LUMO gap = 10.38 eV
calculated total energy = -1086.73507 Eh
HOMO energy = -10.552 eV

Last column: natural (NBO) charge in e.
Cartesian coordinates (Å):
1 C 0.358 -0.387 -0.272  -0.2943
2 C -0.205 0.776 -0.070  -0.4329
3 O 1.326 2.626 -1.473  -0.8357
4 O 2.248 1.829 0.970  -0.8289
5 S 0.945 2.172 -0.111  1.8160
6 Cl -0.233 3.524 0.771  -0.1526
7 H -0.267 -1.322 -0.223  0.2183
8 H 1.350 -0.814 -0.371  0.2562
9 H -1.138 1.157 0.232  0.2540

***

Record 11
Molecular formula: C2H3ClO2S
Method: DFT, the ωB97M-V functional and the def2-TZVPD basis

## Properties
energy above the lowest of the compared OMol25 structures with the same formula, charge and spin = 2.105 eV
HOMO-LUMO gap = 9.19 eV
calculated total energy = -1086.77334 Eh
HOMO energy = -9.496 eV

Last column: natural (NBO) charge in e.
Cartesian coordinates (Å):
1 C 0.675 -0.621 0.231  -0.6670
2 C 0.946 0.618 0.909  0.4556
3 O -0.718 1.365 -1.095  -0.9620
4 O 1.157 1.204 1.911  -0.4206
5 S 0.675 0.953 -0.924  1.0405
6 Cl -2.339 -1.234 -0.421  -0.3309
7 H 1.643 -0.993 -0.108  0.2640
8 H -0.179 -1.286 0.149  0.3017
9 H -1.860 -0.005 -0.652  0.3187

***

Record 12
Molecular formula: C2H3ClS
Method: DFT, the ωB97M-V functional and the def2-TZVPD basis

## Properties
energy above the lowest of the compared OMol25 structures with the same formula, charge and spin = 0.500 eV
HOMO-LUMO gap = 9.99 eV
calculated total energy = -936.33842 Eh
HOMO energy = -9.260 eV

Last column: natural (NBO) charge in e.
Cartesian coordinates (Å):
1 C -0.724 0.060 0.358  -0.4535
2 C 0.456 0.052 -0.493  -0.3045
3 S 0.080 -1.653 0.024  0.0920
4 Cl 2.047 0.653 0.059  -0.0315
5 H -0.422 0.228 1.475  0.2457
6 H -1.703 0.399 0.028  0.2408
7 H 0.266 0.262 -1.452  0.2110

***

Record 13
Molecular formula: C2H3ClS
Method: DFT, the ωB97M-V functional and the def2-TZVPD basis

## Properties
energy above the lowest of the compared OMol25 structures with the same formula, charge and spin = 1.967 eV
HOMO-LUMO gap = 10.47 eV
calculated total energy = -936.28452 Eh
HOMO energy = -9.713 eV

Last column: natural (NBO) charge in e.
Cartesian coordinates (Å):
1 C -2.611 -0.206 0.384  -0.1190
2 C -1.724 -0.579 1.062  -0.2451
3 S 1.200 1.542 -0.076  -0.2805
4 Cl -4.006 0.356 -0.244  0.1265
5 H -0.871 -1.102 1.389  0.2375
6 H 1.609 2.482 -0.940  0.1427
7 H 0.512 2.442 0.588  0.1379

***

Record 14
Molecular formula: C2H3CoO2
Method: DFT, the ωB97M-V functional and the def2-TZVPD basis

## Properties
2S+1 = 5
energy above the lowest of the compared OMol25 structures with the same formula, charge and spin = 0.000 eV
HOMO-LUMO gap (spin up / spin down) = 7.38 / 8.85 eV
calculated total energy = -1611.07263 Eh
HOMO energy (spin up / spin down) = -6.878 / -9.636 eV

Last column: Mulliken spin population.
Cartesian coordinates (Å):
1 C -0.052 0.229 0.781  0.0720
2 C 1.014 -0.152 1.430  0.0413
3 O 2.004 -0.574 1.902  0.0265
4 H -0.972 0.505 1.294  -0.0096
5 Co -0.509 -1.468 -0.666  3.8582
6 O -0.362 0.133 -1.715  0.0154
7 H -0.078 0.942 -0.682  -0.0045
8 H -1.046 0.385 -2.345  0.0008

***

Record 15
Molecular formula: C2H3CsO2
Method: DFT, the ωB97M-V functional and the def2-TZVPD basis

## Properties
energy above the lowest of the compared OMol25 structures with the same formula, charge and spin = 3.523 eV
HOMO-LUMO gap = 3.99 eV
calculated total energy = -248.49902 Eh
HOMO energy = -5.147 eV

Last column: natural (NBO) charge in e.
Cartesian coordinates (Å):
1 H -0.654 -0.038 1.651  0.1431
2 C -0.475 0.670 0.765  0.6305
3 O -1.171 1.586 0.336  -0.7562
4 Cs -0.577 2.552 -2.641  0.9867
5 O 0.224 -0.010 -0.108  -0.5695
6 C 0.707 -1.366 0.358  -0.6554
7 H 0.197 -2.047 -0.349  0.1103
8 H 1.749 -1.346 -0.013  0.1105

***

Record 16
Molecular formula: C2H3F2IO
Method: DFT, the ωB97M-V functional and the def2-TZVPD basis

## Properties
energy above the lowest of the compared OMol25 structures with the same formula, charge and spin = 1.096 eV
HOMO-LUMO gap = 9.63 eV
calculated total energy = -650.64240 Eh
HOMO energy = -9.915 eV

Last column: natural (NBO) charge in e.
Cartesian coordinates (Å):
1 C 0.645 0.530 0.344  -0.6394
2 C -0.739 0.513 -0.094  0.8507
3 O -1.820 0.487 0.409  -0.5065
4 F -0.707 0.671 -1.530  -0.4102
5 F 0.176 -2.042 -0.020  -0.5804
6 I 1.131 2.596 -0.029  0.1621
7 H 0.493 0.226 1.342  0.2510
8 H 1.310 -0.082 -0.303  0.2837
9 H -0.489 -2.899 -0.119  0.5890

***

Record 17
Molecular formula: C2H3F2N
Method: DFT, the ωB97M-V functional and the def2-TZVPD basis

## Properties
energy above the lowest of the compared OMol25 structures with the same formula, charge and spin = 1.964 eV
HOMO-LUMO gap = 11.44 eV
calculated total energy = -332.38567 Eh
HOMO energy = -10.456 eV

Last column: natural (NBO) charge in e.
Cartesian coordinates (Å):
1 C 0.968 -0.443 -0.528  -0.3599
2 C -0.263 -0.787 0.204  0.6041
3 N 0.551 -0.446 1.058  -0.3902
4 F -1.368 -1.296 0.030  -0.2412
5 F -1.621 1.698 0.220  -0.5416
6 H 1.633 -1.232 -0.824  0.1866
7 H 1.239 0.497 -0.972  0.1987
8 H -1.139 2.008 0.812  0.5433

***

Record 18
Molecular formula: C2H3F2NO2
Method: DFT, the ωB97M-V functional and the def2-TZVPD basis

## Properties
2S+1 = 3
energy above the lowest of the compared OMol25 structures with the same formula, charge and spin = 3.175 eV
HOMO-LUMO gap (spin up / spin down) = 8.20 / 6.31 eV
calculated total energy = -482.64035 Eh
HOMO energy (spin up / spin down) = -7.335 / -10.947 eV

Last column: Mulliken spin population.
Cartesian coordinates (Å):
1 C 0.073 0.069 -0.016  0.2546
2 C 1.207 1.058 1.219  0.1302
3 N 0.697 2.362 1.000  0.3389
4 O 1.235 2.914 0.136  0.6406
5 O -0.203 2.732 1.679  0.5739
6 F 0.990 0.498 2.432  0.0248
7 F 2.481 0.880 0.795  0.0265
8 H -0.783 0.701 -0.317  -0.0047
9 H 0.509 0.021 -0.967  0.0031
10 H -0.084 -0.819 0.451  0.0120

***

Record 19
Molecular formula: C2H3F2NO2S
Method: DFT, the ωB97M-V functional and the def2-TZVPD basis

## Properties
energy above the lowest of the compared OMol25 structures with the same formula, charge and spin = 2.369 eV
HOMO-LUMO gap (spin up / spin down) = 8.74 / 7.74 eV
calculated total energy = -881.01862 Eh
HOMO energy (spin up / spin down) = -9.401 / -9.538 eV

Last column: natural (NBO) charge in e.
Cartesian coordinates (Å):
1 C -1.281 -0.737 0.231  0.0037
2 C 2.235 0.931 -0.367  0.5523
3 N -1.251 0.222 -0.567  -0.5940
4 O -0.740 1.896 1.355  -0.8969
5 O -0.754 2.741 -0.980  -0.8720
6 F 2.070 -0.293 -0.863  -0.3193
7 F 2.741 0.871 0.856  -0.3098
8 S -0.442 1.702 -0.043  1.9121
9 H -1.799 -1.642 -0.067  0.1907
10 H -0.820 -0.727 1.220  0.1802
11 H 2.716 1.635 -1.033  0.1530

***

Record 20
Molecular formula: C2H3F2NS
Method: DFT, the ωB97M-V functional and the def2-TZVPD basis

## Properties
energy above the lowest of the compared OMol25 structures with the same formula, charge and spin = 2.200 eV
HOMO-LUMO gap = 9.26 eV
calculated total energy = -730.60116 Eh
HOMO energy = -9.254 eV

Last column: natural (NBO) charge in e.
Cartesian coordinates (Å):
1 C 0.819 -0.108 -0.103  -0.0344
2 C -0.517 -0.839 0.384  0.5101
3 H -0.740 1.232 -0.366  0.4243
4 H 0.746 2.202 -0.697  0.4014
5 H -0.186 -1.456 1.177  0.1782
6 N 0.248 1.020 -0.598  -0.7744
7 F -1.120 -1.584 -0.712  -0.3472
8 F -1.505 0.191 0.742  -0.3720
9 S 2.255 -0.659 0.174  0.0141